{
  "formula": "C50H55N4O3Ti",
  "method": "the ωB97M-V functional and the def2-TZVPD basis",
  "e_homo_ha": -0.3533,
  "orbital_gap_ev": 5.72,
  "de_lowest_kcal_mol": 0.00,
  "total_charge": 1,
  "species": ["Ti", "C", "C", "C", "C", "C", "C", "C", "N", "C", "C", "C", "C", "C", "C", "C", "C", "C", "C", "N", "C", "C", "C", "N", "C", "C", "C", "C", "C", "C", "C", "C", "C", "C", "C", "C", "C", "C", "N", "C", "C", "H", "H", "H", "H", "H", "H", "H", "H", "H", "H", "H", "H", "H", "H", "H", "H", "H", "H", "H", "H", "H", "H", "H", "H", "H", "H", "H", "H", "H", "H", "H", "H", "H", "H", "H", "H", "H", "H", "H", "H", "H", "H", "H", "H", "O", "C", "C", "O", "O", "C", "C", "C", "C", "C", "C", "C", "C", "C", "C", "C", "C", "H", "H", "H", "H", "H", "H", "H", "H", "H", "H", "H"],
  "xyz": [[0.21468, 0.40617, -0.08512], [-4.76313, -3.11623, -1.97347], [-3.92573, -3.45479, -0.73470], [-2.54188, -2.89112, -0.81077], [-1.38868, -3.52114, -1.15880], [-1.18341, -4.94924, -1.55406], [-1.03805, -5.11341, -3.07162], [-0.35169, -2.52618, -1.11453], [-0.85760, -1.28937, -0.80542], [-2.19872, -1.51520, -0.56343], [-3.08706, -0.58348, -0.06733], [-2.81839, 0.75380, 0.13346], [-3.78378, 1.74042, 0.50815], [-5.17262, 1.45620, 0.98506], [-5.19150, 1.05580, 2.46584], [-3.17856, 2.95641, 0.37077], [-1.84328, 2.70293, -0.07521], [-0.92707, 3.66491, -0.44789], [0.33882, 3.39318, -0.89357], [0.90642, 2.13238, -0.95020], [2.23661, 2.35896, -1.23235], [3.22594, 1.40044, -1.27140], [3.01788, 0.04360, -1.18106], [1.78086, -0.53614, -1.03546], [1.99476, -1.89062, -1.18717], [0.99226, -2.81948, -1.24610], [3.39638, -2.16177, -1.36075], [4.03369, -0.96015, -1.35530], [5.48652, -0.67139, -1.56215], [5.81056, -0.30589, -3.01695], [3.97510, -3.52417, -1.57492], [3.85265, -3.98730, -3.03302], [2.48310, 3.76158, -1.44675], [1.30325, 4.40184, -1.24600], [0.99524, 5.85951, -1.37741], [0.26292, 6.18580, -2.68456], [3.79944, 4.34130, -1.85551], [4.09391, 4.13223, -3.34577], [-1.60730, 1.35025, -0.16772], [-3.78211, 4.31401, 0.55470], [-4.33440, 4.87777, -0.76054], [-5.76212, -3.54387, -1.89460], [-4.29255, -3.51260, -2.87394], [-4.86011, -2.03652, -2.09792], [-3.86398, -4.53801, -0.62567], [-4.43108, -3.08559, 0.16106], [-2.02903, -5.54353, -1.20654], [-0.29765, -5.35256, -1.05640], [-1.93437, -4.76069, -3.58299], [-0.88568, -6.16016, -3.33423], [-0.19141, -4.53915, -3.45122], [-4.09491, -0.92133, 0.13370], [-5.62317, 0.66073, 0.38709], [-5.79210, 2.34081, 0.83398], [-4.59649, 0.15552, 2.63162], [-6.20896, 0.85936, 2.80273], [-4.77147, 1.84893, 3.08569], [-1.23144, 4.70036, -0.38684], [4.23832, 1.74103, -1.43590], [1.26849, -3.85252, -1.40459], [6.06886, -1.54614, -1.27076], [5.79672, 0.14054, -0.90128], [5.55168, -1.12501, -3.68804], [6.87263, -0.09297, -3.13455], [5.24899, 0.57410, -3.33504], [3.47941, -4.24309, -0.91912], [5.02637, -3.51324, -1.28499], [2.80825, -4.01421, -3.34804], [4.27466, -4.98363, -3.16009], [4.38144, -3.30550, -3.69936], [1.92475, 6.42689, -1.33082], [0.39338, 6.18640, -0.52629], [0.87028, 5.90264, -3.54475], [0.05185, 7.25256, -2.75062], [-0.68190, 5.64400, -2.75189], [4.59854, 3.90077, -1.25484], [3.80406, 5.40858, -1.63359], [4.10554, 3.07149, -3.60191], [5.06253, 4.55731, -3.60750], [3.33251, 4.61445, -3.95962], [-3.03910, 4.99887, 0.96820], [-4.58579, 4.25366, 1.28986], [-3.54823, 4.95570, -1.51321], [-4.76313, 5.86808, -0.60978], [-5.11219, 4.22534, -1.15909], [-0.50049, -0.67572, 1.64644], [0.34499, -0.78250, 2.81700], [1.54214, 0.12313, 2.43605], [2.57882, 0.12285, 3.02229], [1.22755, 0.90927, 1.40281], [-0.42217, -0.16770, 3.98340], [-0.88330, 1.14422, 3.86121], [-1.62177, 1.72612, 4.87644], [-1.91048, 1.00350, 6.02844], [-1.46030, -0.29980, 6.15197], [-0.71886, -0.88657, 5.13321], [0.78509, -2.22513, 3.00471], [1.81081, -2.55079, 3.89125], [2.19455, -3.87183, 4.05435], [1.56308, -4.88472, 3.34341], [0.54037, -4.56788, 2.46597], [0.15313, -3.24454, 2.29780], [-1.41028, -0.94302, 1.83578], [-0.66158, 1.71551, 2.96687], [-1.96678, 2.74651, 4.77143], [-2.48246, 1.45785, 6.82660], [-1.68367, -0.87080, 7.04338], [-0.37645, -1.90673, 5.23930], [2.31098, -1.76679, 4.44141], [2.99397, -4.11095, 4.74322], [1.86665, -5.91453, 3.47901], [0.03717, -5.34963, 1.91041], [-0.63915, -3.01954, 1.59697]],
  "atomic_forces_ev_per_a": [[-0.1, -0.5, 0.1], [0.1, 0.0, 0.0], [0.0, 0.0, -0.1], [-0.1, 0.0, 0.0], [0.1, -0.1, 0.0], [0.0, 0.0, -0.1], [0.0, 0.0, 0.0], [0.0, 0.0, 0.0], [-0.1, 0.0, -0.1], [0.1, 0.0, 0.0], [0.0, 0.0, 0.0], [0.1, 0.0, 0.0], [-0.1, 0.0, 0.0], [0.0, 0.0, 0.1], [0.0, 0.0, -0.1], [0.0, 0.1, 0.0], [0.0, -0.2, 0.0], [0.0, 0.1, 0.0], [0.1, -0.1, 0.0], [0.1, 0.2, 0.1], [0.0, 0.0, 0.0], [0.0, 0.0, 0.0], [0.0, -0.1, 0.0], [-0.1, 0.1, 0.1], [0.1, 0.1, 0.0], [0.0, -0.1, 0.0], [0.0, -0.1, 0.0], [0.1, 0.1, 0.0], [0.0, 0.0, -0.1], [0.0, 0.0, 0.1], [0.0, 0.0, -0.1], [0.0, 0.0, 0.1], [0.1, 0.0, 0.0], [0.0, 0.1, 0.0], [0.0, 0.0, -0.1], [0.0, 0.0, 0.1], [0.0, 0.0, -0.1], [0.0, 0.0, 0.1], [-0.1, 0.1, 0.0], [0.0, 0.0, -0.1], [0.0, 0.0, 0.1], [0.0, 0.0, 0.0], [0.0, 0.0, 0.0], [0.0, 0.0, 0.0], [0.0, 0.0, 0.0], [0.0, 0.0, 0.0], [0.0, 0.0, 0.0], [0.0, 0.0, 0.0], [0.0, 0.0, 0.0], [0.0, 0.0, 0.0], [0.0, 0.0, 0.0], [0.0, 0.0, 0.0], [0.0, 0.0, 0.0], [0.0, 0.0, 0.0], [0.0, 0.0, 0.0], [0.0, 0.0, 0.0], [0.0, 0.0, 0.0], [0.0, 0.0, 0.0], [0.0, 0.0, 0.0], [0.0, 0.0, 0.0], [0.0, 0.0, 0.0], [0.0, 0.0, 0.0], [0.0, 0.0, 0.0], [0.0, 0.0, 0.0], [0.0, 0.0, 0.0], [0.0, 0.0, 0.0], [0.0, 0.0, 0.0], [0.0, 0.0, 0.0], [0.0, 0.0, 0.0], [0.0, 0.0, 0.0], [0.0, 0.0, 0.0], [0.0, 0.0, 0.0], [0.0, 0.0, 0.0], [0.0, 0.0, 0.0], [0.0, 0.0, 0.0], [0.0, 0.0, 0.0], [0.0, 0.0, 0.0], [0.0, 0.0, 0.0], [0.0, 0.0, 0.0], [0.0, 0.0, 0.0], [0.0, 0.0, 0.0], [0.0, 0.0, 0.0], [0.0, 0.0, 0.0], [0.0, 0.0, 0.0], [0.0, 0.0, 0.0], [0.2, 0.0, 0.2], [-0.1, 0.1, 0.1], [-0.5, -0.1, 0.2], [0.1, 0.2, -0.1], [0.6, 0.1, -0.2], [0.0, -0.1, 0.1], [0.0, 0.0, 0.0], [0.0, 0.0, 0.0], [0.0, 0.0, 0.0], [0.0, 0.0, 0.0], [0.0, 0.0, 0.0], [-0.1, -0.1, -0.1], [0.0, 0.1, 0.0], [0.0, 0.0, 0.0], [0.0, 0.0, 0.0], [0.0, 0.0, 0.0], [0.0, 0.0, 0.0], [0.0, 0.0, -0.1], [0.0, 0.0, 0.0], [0.0, 0.0, 0.0], [0.0, 0.0, 0.0], [0.0, 0.0, 0.0], [0.0, 0.0, 0.0], [0.0, 0.0, 0.0], [0.0, 0.0, 0.0], [0.0, 0.0, 0.0], [0.0, 0.0, 0.0], [0.0, 0.0, 0.0]]
}